Formula: C3H9N2
Source: the OMol25 dataset
Level of theory: wB97M-V/def2-TZVPD

* net charge: +1
* F_max: 0.09775 hartree/bohr
* E_tot: -6224.1439 eV
* lowest unoccupied orbital energy (spin up / spin down): -7.48 / -5.19 eV
* spin multiplicity: 1
* energy relative to the best compared isomer or geometry (same formula, charge and spin): 6.904 eV

```
14
Properties=species:S:1:pos:R:3:nbo_charge:R:1
C -1.8112 -0.1188 1.0651 -0.657
C 2.6812 0.4643 -1.1459 -0.202
C -0.5292 0.4793 0.4660 -0.291
N -0.1592 -1.5228 -0.7208 -0.146
N 0.1818 -0.5024 -0.2796 0.116
H -1.8540 -1.0595 1.4472 0.233
H -2.0719 0.4994 1.8484 0.255
H -2.7470 -0.0442 0.3677 0.239
H 3.4834 0.3804 -0.5873 0.178
H 2.2753 1.3952 -0.9773 0.161
H 2.1639 -0.2000 -1.8235 0.203
H 0.0748 0.9128 1.1538 0.248
H -0.6483 1.3264 -0.2224 0.270
H -1.0394 -2.0101 -0.5914 0.394
```

---

Formula: C3H9N2
Source: the OMol25 dataset
Level of theory: wB97M-V/def2-TZVPD

* net charge: +1
* F_max: 0.10575 hartree/bohr
* E_tot: -6228.9541 eV
* lowest unoccupied orbital energy: -3.64 eV
* SMILES: C/C([NH3+])=C\N
* spin multiplicity: 1
* energy relative to the best compared isomer or geometry (same formula, charge and spin): 2.094 eV

```
14
Properties=species:S:1:pos:R:3:nbo_charge:R:1
C 0.7282 -0.7195 1.0686 -0.660
C 0.0453 0.2277 0.0719 -0.011
C -0.6172 -0.2082 -1.0752 0.056
N -0.3896 -1.4316 -1.5222 -0.744
N -0.1297 1.7114 0.4831 -0.697
H 0.6229 -1.7321 0.7753 0.251
H 1.7021 -0.5349 1.2095 0.226
H 0.1368 -0.7564 1.9814 0.235
H -1.3443 0.5307 -1.3347 0.212
H 0.5950 -1.7114 -1.2943 0.403
H -0.6691 -1.6937 -2.3753 0.402
H -0.8465 1.6832 1.2385 0.434
H 0.6416 2.2333 0.9431 0.448
H -0.4755 2.4016 -0.1697 0.444
```

---

Formula: C3H9N2
Source: the OMol25 dataset
Level of theory: wB97M-V/def2-TZVPD

* net charge: +1
* F_max: 0.04580 hartree/bohr
* E_tot: -6228.2564 eV
* lowest unoccupied orbital energy: -6.20 eV
* spin multiplicity: 1
* energy relative to the best compared isomer or geometry (same formula, charge and spin): 2.792 eV

```
14
Properties=species:S:1:pos:R:3:nbo_charge:R:1
C -1.7866 -0.0535 0.3476 0.329
C 2.4294 -0.5125 0.0090 -0.792
C 1.7900 0.7543 0.1706 0.246
N -3.0101 -0.2098 -0.1473 -0.769
N -0.7654 0.3508 -0.2938 -0.743
H -1.6547 -0.3113 1.3932 0.191
H 1.6749 -1.3111 -0.0197 0.347
H 3.0045 -0.5921 -0.9127 0.271
H 3.0114 -0.7773 0.8988 0.293
H 1.7131 1.4649 -0.6377 0.219
H 1.4742 1.0875 1.1470 0.219
H -3.7839 -0.5092 0.4232 0.421
H -3.2145 0.0138 -1.1105 0.407
H -0.8823 0.6054 -1.2677 0.361
```

---

Formula: C3H9N2
Source: the OMol25 dataset
Level of theory: wB97M-V/def2-TZVPD

* net charge: +1
* F_max: 0.05057 hartree/bohr
* E_tot: -6229.2772 eV
* lowest unoccupied orbital energy: -5.09 eV
* SMILES: C=[N+](C)CN
* spin multiplicity: 1
* energy relative to the best compared isomer or geometry (same formula, charge and spin): 1.771 eV

```
14
Properties=species:S:1:pos:R:3:nbo_charge:R:1
C -0.7454 0.0234 -0.8114 -0.031
N -0.5065 -1.2486 -1.3497 -0.847
H -0.6392 0.8701 -1.4861 0.203
H -1.6964 0.0190 -0.2891 0.225
H -1.2280 -1.6841 -1.9233 0.418
H 0.3255 -1.3700 -1.9214 0.377
C -0.3109 0.6912 1.6873 -0.434
C 1.4870 0.2724 0.2081 0.114
N 0.2250 0.3421 0.3545 -0.209
H -0.5442 1.7488 1.7118 0.249
H -1.2011 0.1046 1.9163 0.244
H 0.4154 0.4471 2.4598 0.240
H 1.8042 -0.0020 -0.8001 0.210
H 2.1832 0.0600 1.0121 0.241
```

---

Formula: C3H9N2
Source: the OMol25 dataset
Level of theory: wB97M-V/def2-TZVPD

* net charge: +1
* F_max: 0.07320 hartree/bohr
* E_tot: -6225.4356 eV
* lowest unoccupied orbital energy (spin up / spin down): -6.56 / -6.55 eV
* spin multiplicity: 1
* energy relative to the best compared isomer or geometry (same formula, charge and spin): 5.613 eV

```
14
Properties=species:S:1:pos:R:3:nbo_charge:R:1
C -1.7722 -0.9373 -0.0609 -0.500
C 0.2415 2.0524 -0.0326 -0.486
C 1.4144 -1.0603 0.3649 -0.157
N -1.3679 0.4021 -0.2182 0.007
N -0.1961 0.6926 -0.1310 -0.017
H -1.4918 -1.4022 0.8802 0.242
H -1.2740 -1.6551 -0.7641 0.238
H -2.7693 -1.1561 -0.2756 0.256
H 1.0729 2.1647 -0.6567 0.237
H 0.5531 2.3640 1.0156 0.262
H -0.5361 2.9037 -0.2732 0.264
H 2.1571 -0.3376 0.5102 0.208
H 1.3226 -1.8671 -0.4799 0.254
H 0.8604 -1.2430 1.2442 0.191
```

---

Formula: C3H9N2
Source: the OMol25 dataset
Level of theory: wB97M-V/def2-TZVPD

* net charge: +1
* F_max: 0.13091 hartree/bohr
* E_tot: -6228.2311 eV
* lowest unoccupied orbital energy: -3.62 eV
* SMILES: C/C([NH3+])=C\N
* spin multiplicity: 1
* energy relative to the best compared isomer or geometry (same formula, charge and spin): 2.817 eV

```
14
Properties=species:S:1:pos:R:3:nbo_charge:R:1
C -0.7148 -0.3947 1.3413 -0.674
C 0.0524 0.2223 0.1587 -0.048
C 0.2850 -0.4305 -0.9655 0.082
N 0.4457 -1.6465 -1.4149 -0.771
N 0.3334 1.6633 0.2163 -0.677
H -0.2461 0.0706 2.2684 0.219
H -1.7776 -0.3509 1.5785 0.258
H -0.2726 -1.5065 1.3269 0.245
H 0.1452 0.3736 -1.8481 0.179
H -0.0004 -2.2933 -0.8605 0.401
H 0.8515 -1.8584 -2.3774 0.446
H 0.9974 1.9816 0.9002 0.446
H 0.5527 2.0827 -0.7332 0.452
H -0.6517 2.0868 0.4093 0.444
```

---

Formula: C3H9N2
Source: the OMol25 dataset
Level of theory: wB97M-V/def2-TZVPD

* net charge: +1
* F_max: 0.05468 hartree/bohr
* E_tot: -6229.6920 eV
* lowest unoccupied orbital energy: -3.54 eV
* SMILES: C/C([NH3+])=C\N
* spin multiplicity: 1
* energy relative to the best compared isomer or geometry (same formula, charge and spin): 1.356 eV

```
14
Properties=species:S:1:pos:R:3:nbo_charge:R:1
C 0.1923 -0.9998 -1.1239 -0.701
C 0.0039 0.1641 -0.2134 -0.050
C -0.0833 0.1730 1.1445 0.064
N -0.3814 -0.8454 1.9699 -0.766
N 0.0564 1.4897 -0.8523 -0.664
H 0.7268 -0.8990 -2.0595 0.251
H -0.8511 -1.3782 -1.2373 0.243
H 0.6883 -1.9004 -0.6678 0.257
H 0.1488 1.1311 1.6213 0.199
H -0.5128 -1.7592 1.5623 0.415
H -0.3530 -0.6252 2.9485 0.424
H -0.3508 2.2541 -0.3201 0.448
H -0.3179 1.3838 -1.8045 0.451
H 1.0339 1.8113 -0.9677 0.429
```

---

Formula: C3H9N2O
Source: the OMol25 dataset
Level of theory: wB97M-V/def2-TZVPD

* net charge: -1
* F_max: 0.07524 hartree/bohr
* E_tot: -8281.6444 eV
* lowest unoccupied orbital energy: 4.30 eV
* spin multiplicity: 1
* energy relative to the best compared isomer or geometry (same formula, charge and spin): 3.296 eV

```
15
Properties=species:S:1:pos:R:3:nbo_charge:R:1
C -0.8338 -0.0711 -1.4363 -0.430
C -1.1594 -0.1351 0.8663 -0.431
C 2.4792 0.7428 0.8407 -0.379
N -1.8332 -0.0944 -0.3865 -0.663
N 2.3507 0.0803 -0.2390 -0.125
O 1.6631 -1.0819 -0.2310 -0.737
H -0.8802 1.0270 -1.8077 0.159
H 0.1054 -0.2731 -1.0582 0.257
H -1.1354 -0.8984 -2.1260 0.172
H -1.8416 -0.4848 1.7366 0.157
H -0.3380 -0.9082 0.8603 0.219
H -0.7005 0.8894 1.0185 0.183
H 2.7372 1.7588 0.6606 0.159
H -2.5061 -0.8385 -0.4198 0.334
H 1.8926 0.2872 1.7214 0.124
```

---

Formula: C3H9N2O
Source: the OMol25 dataset
Level of theory: wB97M-V/def2-TZVPD

* net charge: -1
* F_max: 0.01742 hartree/bohr
* E_tot: -8284.2425 eV
* lowest unoccupied orbital energy: 4.32 eV
* SMILES: NCCNC[O-]
* spin multiplicity: 1
* energy relative to the best compared isomer or geometry (same formula, charge and spin): 0.698 eV

```
15
Properties=species:S:1:pos:R:3:nbo_charge:R:1
C 0.7372 0.1794 0.3305 -0.256
N 0.2135 -0.7449 -0.6856 -0.711
C -0.4142 -1.9440 -0.0336 0.130
O 0.4343 -2.7238 0.6363 -0.960
C -0.2427 1.3137 0.5823 -0.228
N -0.6280 2.0314 -0.6266 -0.860
H 0.9700 -0.3918 1.2280 0.208
H 1.7054 0.5777 -0.0192 0.155
H 0.9964 -1.0926 -1.2360 0.342
H -1.2101 -1.4778 0.6020 0.056
H -0.9215 -2.5000 -0.8628 0.071
H -1.1496 0.8636 1.0111 0.181
H 0.1419 1.9887 1.3522 0.166
H 0.1369 2.6142 -0.9533 0.329
H -0.7694 1.3061 -1.3254 0.377
```

---

Formula: C3H9N2O
Source: the OMol25 dataset
Level of theory: wB97M-V/def2-TZVPD

* net charge: -1
* F_max: 0.08325 hartree/bohr
* E_tot: -8279.9636 eV
* lowest unoccupied orbital energy (spin up / spin down): 4.60 / 4.60 eV
* spin multiplicity: 1
* energy relative to the best compared isomer or geometry (same formula, charge and spin): 4.977 eV

```
15
Properties=species:S:1:pos:R:3:nbo_charge:R:1
C -1.7238 -0.4109 0.2838 -0.659
C 2.0480 -0.2477 -0.2131 -0.468
C -1.2048 0.8801 -0.2273 -0.283
N 1.0890 -0.6962 0.7117 -0.786
N -0.0765 1.2883 0.5922 -0.075
O 0.8694 2.0119 0.0025 -0.542
H -2.2623 -0.4239 1.1860 0.189
H -2.3524 -1.0544 -0.5117 0.157
H -0.7459 -0.8676 0.2893 0.302
H 1.8030 -0.7096 -1.1493 0.142
H 1.8270 0.9005 -0.4338 0.230
H 3.1407 -0.3246 0.0289 0.140
H -1.1067 0.8816 -1.3645 0.165
H -1.9942 1.6983 -0.1450 0.163
H 1.2878 0.0237 1.4424 0.326
```